No. 1
Below is a structure of composition C23H26GeN3SeV, with properties calculated with ωB97M-V/def2-TZVPD.

Properties
Multiplicity ... 3
Highest occupied orbital energy (alpha / beta) ... -14.238 / -14.100 eV
Total charge ... +2

Each line ends with the Löwdin charge.
Element x y z (Å)
V 0.07313 -1.65127 -1.08265  0.8657
C 4.32186 -2.74939 -1.28582  -0.0048
C 2.99657 -2.53425 -1.67094  -0.0777
N 2.05545 -2.12432 -0.83229  -0.0425
C 2.39931 -1.89868 0.47860  -0.1552
C 3.70894 -2.07029 0.94204  -0.1256
C 4.67622 -2.51499 0.01670  0.0517
C 3.99717 -1.77805 2.30153  0.0127
C 3.00947 -1.31672 3.11768  -0.0216
C 1.68134 -1.15837 2.65088  0.0246
C 1.35984 -1.47991 1.36046  -0.1804
N 0.08377 -1.45390 0.73595  -0.0414
C -1.19749 -1.48725 1.35232  -0.1700
C -1.49368 -1.58937 2.68445  0.0308
C -2.83925 -1.64321 3.12303  -0.0211
C -3.87434 -1.61551 2.23989  0.0100
C -3.60605 -1.55401 0.84750  -0.1272
C -4.61455 -1.57248 -0.13850  0.0516
C -4.27909 -1.55213 -1.46689  -0.0047
C -2.92788 -1.52222 -1.81559  -0.0789
N -1.94900 -1.49189 -0.92141  -0.0316
C -2.27474 -1.48969 0.41391  -0.1555
H 5.04147 -3.08686 -2.01696  0.1268
H 2.69800 -2.69863 -2.70055  0.1288
H 5.69645 -2.66778 0.34630  0.1403
H 5.00469 -1.91473 2.67088  0.1329
H 3.22825 -1.06429 4.14578  0.1258
H 0.94936 -0.74787 3.32681  0.1100
H -0.71811 -1.66158 3.42750  0.1046
H -3.03258 -1.71491 4.18423  0.1265
H -4.89979 -1.65836 2.58161  0.1330
H -5.65311 -1.61295 0.16610  0.1405
H -5.03033 -1.57359 -2.24250  0.1270
H -2.63500 -1.52444 -2.85991  0.1270
C -1.78175 4.58642 -0.08767  -0.2061
Ge -0.20125 3.53536 -0.45486  0.7515
C 0.82940 3.06937 1.13150  -0.2062
C 0.91344 4.29146 -1.85069  -0.2131
C -0.86117 1.76858 -1.12936  -0.5154
Se 0.62872 0.63955 -1.70839  0.9727
C 0.32429 0.62380 -3.63916  -0.3067
H -1.49997 5.57068 0.28503  0.0343
H -2.40841 4.10489 0.66257  0.0275
H -2.36445 4.72252 -0.99858  0.0302
H 1.55086 3.84910 1.37236  0.0327
H 1.38736 2.14298 0.97108  0.0003
H 0.17384 2.93447 1.99217  0.0270
H 1.30206 5.25672 -1.52623  0.0344
H 0.34116 4.45399 -2.76457  0.0304
H 1.76873 3.65136 -2.07170  0.0158
H -1.54337 1.84573 -1.97590  0.0344
H -1.36283 1.22502 -0.32806  0.0112
H 0.58101 1.61224 -4.01118  0.0431
H -0.71779 0.39890 -3.84969  0.0336
H 0.98384 -0.10925 -4.09875  0.0360



No. 2
Below is the ion C4H6N3 with charge +1 in a non-equilibrium geometry, with properties calculated with ωB97M-V/def2-TZVPD.

Properties
Multiplicity ... 3
Highest occupied orbital energy (alpha / beta) ... -11.366 / -15.003 eV
Total charge ... +1

Each line ends with the Löwdin charge.
Element x y z (Å)
C -0.94436 0.13045 0.62113  -0.4565
C -2.08649 -0.41870 -0.05638  0.0222
C 1.38987 -0.68008 0.57794  -0.0704
C 2.24322 -0.11282 -0.47548  -0.0083
N 0.17546 -0.49054 0.75294  0.2337
N -3.14106 -0.22470 -0.53907  0.2748
N -1.06539 1.39024 0.66237  0.2475
H 1.87734 -1.26468 1.36178  0.1609
H 1.51696 0.45837 -1.11987  0.1120
H 2.71115 -0.75712 -1.19069  0.0855
H 3.19982 0.38102 0.00941  0.1603
H -3.89022 -0.25149 -1.19184  0.1235
H -1.98629 1.84004 0.58776  0.1146



No. 3
Below is a structure of composition C5H9N2O2 in a non-equilibrium geometry, with properties calculated with ωB97M-V/def2-TZVPD.

Properties
Highest occupied orbital energy ... -12.826 eV
Total charge ... +1

Each line ends with the Löwdin charge.
Element x y z (Å)
C 2.11777 0.54077 -0.67849  0.0068
C 0.70306 0.75992 -0.54515  0.0921
C 1.37766 -0.77512 1.04912  -0.0017
C 2.51891 -0.45617 0.11864  -0.2793
C -3.76292 0.59155 -0.25282  0.0035
N 0.30649 -0.01736 0.48410  -0.1641
N -2.79075 -0.11003 -0.41735  0.0980
O 3.75608 -0.86795 0.35437  0.1592
O -0.89028 -0.06733 1.06478  -0.0214
H 2.60823 1.01264 -1.55500  0.1427
H 0.05048 1.42819 -1.06403  0.1457
H 1.61604 -0.56088 2.07719  0.1654
H -4.67702 0.50470 -0.89976  0.1193
H -3.95158 1.31716 0.51456  0.0979
H -2.82632 -0.64704 -1.26715  0.1207
H -1.73577 -0.15239 0.34324  0.0037
H 1.25545 -1.91126 1.00458  0.1965
H 4.32447 -0.58940 -0.33083  0.1151



No. 4
Below is the molecule C6H4O, with properties calculated with ωB97M-V/def2-TZVPD.

Properties
Highest occupied orbital energy ... -9.274 eV

Each line ends with the Löwdin charge.
Element x y z (Å)
C -2.53746 2.52277 0.02946  0.1166
C -1.82991 1.54853 0.09405  -0.1436
C -1.19062 0.28111 0.25042  -0.1309
C 0.08234 -0.03555 0.15182  0.0635
C 1.19740 -0.68923 0.11323  -0.2769
C 2.18934 -1.57202 -0.43803  -0.0393
O 2.21329 -1.08151 0.93115  0.0367
H -3.16517 3.38214 -0.02971  0.0265
H -1.88872 -0.52124 0.50084  0.1166
H 3.00079 -1.20873 -1.06432  0.1141
H 1.92872 -2.62629 -0.53889  0.1168



No. 5
Below is a cluster of 2 separate species, C4H11N3O2 in total in a non-equilibrium geometry, with properties calculated with ωB97M-V/def2-TZVPD.

Properties
Multiplicity ... 2
Highest occupied orbital energy (alpha / beta) ... -14.116 / -14.115 eV
Total charge ... +1

Each line ends with the Löwdin charge.
Element x y z (Å)
C 0.27893 0.26664 -1.95071  -0.0054
C -1.77795 -0.05283 -0.58485  -0.4479
N -0.94591 0.64245 -1.30958  0.1989
N -1.57414 -0.84894 0.44937  0.2330
N -3.12340 0.05419 -0.94788  0.1723
H 1.88358 -1.62061 -0.00781  0.1161
H 0.68415 -0.55474 -1.34229  0.0883
H 0.96416 1.09289 -2.01391  0.1022
H -0.64443 -0.88139 0.86656  0.0980
H -1.99477 -1.76534 0.50879  0.1516
H -3.23488 0.49682 -1.85797  0.1201
H -3.62646 0.56915 -0.23189  0.1290
H 0.01169 -0.22101 -2.89882  0.1258
C 1.64866 0.84840 2.03892  0.0228
C 2.34204 -0.03454 1.04966  -0.5432
O 1.55364 -1.14020 0.76276  0.0169
O 3.42585 0.09392 0.56536  0.1442
H 0.74857 1.29320 1.58113  0.0883
H 2.22712 1.57926 2.57800  0.0974
H 1.15358 0.18269 2.74518  0.0916



No. 6
Below is a cluster of 3 separate species, C5H15NO2 in total in a non-equilibrium geometry, with properties calculated with ωB97M-V/def2-TZVPD.

Properties
Highest occupied orbital energy ... -7.554 eV

Each line ends with the Löwdin charge.
Element x y z (Å)
C 2.28256 -0.69963 -1.00132  -0.1178
C 0.87740 -0.78655 -0.46679  -0.1561
C 0.03706 0.28045 -0.64070  -0.3304
C 0.35525 1.69302 -1.01472  -0.0352
N -1.35087 0.16592 -0.18574  -0.0460
C -2.17121 1.27442 0.35983  -0.1051
H 2.78613 0.23543 -0.80373  0.0618
H 2.97003 -1.53301 -0.53345  0.1136
H 2.36283 -0.72623 -1.99208  0.0101
H 0.53613 -1.61802 0.10810  0.0690
H 1.00566 1.81784 -1.77992  0.0309
H 0.62288 2.21142 -0.09657  0.0937
H -0.60219 2.22473 -1.45490  0.1142
H -1.57682 -0.73608 0.31037  0.0908
H -1.97884 1.59438 1.33621  0.0586
H -2.28916 2.10817 -0.32319  0.0710
H -3.10051 0.87254 0.47064  0.0433
O -1.77225 -2.81806 0.61130  -0.1075
H -1.59775 -3.43510 -0.18699  0.1019
H -1.20637 -3.08726 1.37155  0.0582
O 1.27438 0.55034 2.30362  -0.0824
H 0.49283 0.24549 1.84833  -0.0098
H 2.04281 0.16577 1.76013  0.0731



No. 7
Below is a structure of composition C17H29HgN3NbOS in a non-equilibrium geometry, with properties calculated with ωB97M-V/def2-TZVPD.

Properties
Multiplicity ... 2
Highest occupied orbital energy (alpha / beta) ... -14.606 / -14.492 eV
Total charge ... +2

Each line ends with the Löwdin charge.
Element x y z (Å)
N 1.88298 -0.34087 0.44600  -0.1936
C 2.96417 -0.87315 0.58659  -0.4469
O 4.08269 -1.28796 0.27325  0.0739
Hg 2.50329 -0.47533 -2.52786  0.6297
Nb -0.06729 0.06869 -0.02546  1.5062
N -0.58800 -1.51524 -1.22997  -0.2254
N -0.28401 1.75854 -1.00455  -0.2368
C -0.43052 -2.94677 -0.91963  -0.6481
C 0.31795 3.06433 -1.12109  -0.6705
C 0.74563 -3.54331 -1.69523  -0.0491
C -1.70722 -3.69620 -1.25595  -0.0303
C -0.14688 -3.06374 0.58459  -0.0590
C 0.01098 3.67170 -2.48287  -0.0231
C -0.21876 3.95142 -0.00353  -0.0215
C 1.83078 2.91808 -0.96012  -0.0570
H 0.66614 -3.34836 -2.77818  0.0828
H 0.79960 -4.61842 -1.53796  0.1058
H 1.70103 -3.13056 -1.36703  0.0448
H -2.57393 -3.22726 -0.76721  0.1013
H -1.64221 -4.71999 -0.89984  0.1036
H -1.90163 -3.73455 -2.33667  0.0986
H 0.74482 -2.49696 0.86345  0.0430
H 0.03030 -4.10131 0.83645  0.1087
H -1.01017 -2.72240 1.16246  0.0785
H 0.32324 2.99768 -3.29329  0.1032
H 0.56184 4.60198 -2.59544  0.1064
H -1.05637 3.90095 -2.60482  0.0956
H -1.31882 4.02652 -0.03979  0.0906
H 0.19103 4.95532 -0.10083  0.1082
H 0.05735 3.55899 0.98190  0.0744
H 2.09869 2.39737 -0.03623  0.0675
H 2.28516 3.89997 -0.95735  0.1015
H 2.25470 2.35002 -1.80532  0.0270
C -1.71766 1.62457 -1.40427  -0.1223
H -2.13996 0.60768 -1.10611  0.0773
H -2.34556 2.39960 -0.91722  0.1087
H -1.83112 1.73124 -2.50032  0.1080
C -1.13512 -1.23036 -2.56382  -0.1512
H -2.22759 -1.39706 -2.59667  0.1090
H -0.97107 -0.17022 -2.85420  0.0514
H -0.64876 -1.83161 -3.36918  0.1048
S 0.01596 0.66647 2.34272  0.7442
C -0.53088 -0.74456 3.24060  -0.6335
C 0.36349 -1.76018 3.60486  -0.0667
C -0.13975 -2.87527 4.31712  0.0046
C -1.50489 -2.93488 4.66146  0.0303
C -2.37853 -1.89520 4.28095  0.0064
C -1.88007 -0.78649 3.56050  -0.0815
H 1.41263 -1.69720 3.33067  0.1199
H 0.53422 -3.66388 4.60966  0.1262
H -1.88116 -3.77362 5.22941  0.1333
H -3.42132 -1.93030 4.55293  0.1249
H -2.53654 0.02800 3.25844  0.1164



No. 8
Below is the molecule C5H9NO in a non-equilibrium geometry, with properties calculated with ωB97M-V/def2-TZVPD.

Properties
Highest occupied orbital energy ... -9.513 eV

Each line ends with the Löwdin charge.
Element x y z (Å)
H 2.98135 1.24598 -0.79501  0.0507
N 2.50358 0.37876 -0.62329  0.1203
C 1.29161 0.42233 -0.23443  -0.4724
C 0.86990 -0.91926 0.27739  -0.1149
C -0.65461 -1.24378 0.21820  -0.1686
C -1.45200 -0.03427 -0.31495  -0.1778
C -0.86598 1.27553 0.19572  -0.1712
O 0.46604 1.48307 -0.30313  -0.0071
H 1.76357 -1.32826 -0.28855  0.1232
H 1.22607 -1.02375 1.30735  0.1167
H -1.02596 -1.46589 1.23209  0.1067
H -0.88637 -2.12744 -0.38294  0.1031
H -1.43288 -0.01310 -1.41123  0.1200
H -2.50960 -0.09201 -0.01978  0.1165
H -0.83889 1.29960 1.29339  0.1302
H -1.43583 2.14249 -0.15084  0.1248



No. 9
Below is a structure of composition C15H15Cl5N2PdSi, with properties calculated with ωB97M-V/def2-TZVPD.

Properties
Highest occupied orbital energy ... -8.088 eV

Each line ends with the Löwdin charge.
Element x y z (Å)
Pd -0.58550 -0.31922 -0.88850  0.8546
C -2.73384 2.57800 0.03297  -0.0391
C -1.26951 2.77313 -0.22050  -0.3274
C -0.61255 3.94831 0.07826  -0.0444
C 0.76637 4.03425 -0.14835  -0.0590
C 1.47018 2.97192 -0.66443  -0.0246
C 0.75377 1.80506 -0.96941  -0.4501
N -0.59012 1.75232 -0.76009  0.0341
N 1.18878 0.61984 -1.45075  -0.1444
Si 2.38798 -0.43283 -0.75754  0.3392
C 4.03544 -0.30941 -1.59055  -0.1809
C 1.73887 -2.16699 -1.03685  -0.1927
C 2.55024 -0.12740 1.06744  -0.1656
H -2.95863 2.70418 1.09267  0.0748
H -3.03875 1.57752 -0.26696  0.0631
H -3.32247 3.30936 -0.52226  0.0854
H -1.16617 4.78364 0.48377  0.1109
H 1.28902 4.95098 0.09797  0.1095
H 2.53687 3.01096 -0.83770  0.1113
H 3.93605 -0.50771 -2.66026  0.0340
H 4.73265 -1.04012 -1.17010  0.0333
H 4.47938 0.68231 -1.46776  0.0274
H 1.13305 -2.25562 -1.94248  0.0091
H 1.15837 -2.55196 -0.19189  0.0269
H 2.58839 -2.84524 -1.16777  0.0384
H 2.67983 0.93844 1.27890  0.0289
H 3.40586 -0.65874 1.49291  0.0357
H 1.64924 -0.45781 1.59394  0.0204
Cl -1.64488 0.15438 2.51368  0.6756
C -2.10455 -1.26716 1.62096  -0.6941
C -1.89364 -1.29798 0.26088  -0.3380
C -2.27061 -2.44321 -0.41488  -0.6891
Cl -1.95361 -2.35619 -2.14568  0.6777
C -2.81467 -3.56199 0.18568  -0.7108
Cl -3.22420 -4.95262 -0.73685  0.6962
C -3.00976 -3.51251 1.56795  -0.7009
Cl -3.65470 -4.88047 2.38409  0.6896
C -2.67228 -2.36042 2.28242  -0.7008
Cl -2.95991 -2.28902 3.97706  0.6856



Results for ΔE to the lowest compared entry with this formula, charge and spin: 0.442; 1.537; 4.617; 3.771; 1.620; 2.562; 1.249; 1.744; 0.545 (in eV, following the order of the records).